Arrangement one

Molecular formula: C4H7NO
Method: DFT, ωB97M-V with the def2-TZVPD basis set

The frontier orbital gap comes out at 0.289 hartree. The HOMO energy comes out at -7.436 eV. Its net charge is 0.

Last column: Mulliken charge in e.
Positions of all 13 atoms, in Å:
C -1.63 0.55 -0.16  -1.175
C 0.67 -0.40 0.23  0.291
N 0.59 -1.73 0.18  -0.391
C 1.47 0.62 -0.41  0.113
C -0.23 0.70 0.36  -0.278
O 1.80 1.01 -1.53  -0.628
H 1.39 -2.25 -0.13  0.258
H -0.11 -2.19 0.76  0.256
H 2.14 0.61 0.55  0.208
H -0.10 1.52 1.06  0.383
H -1.71 -0.22 -0.93  0.347
H -2.32 0.29 0.65  0.299
H -1.97 1.49 -0.60  0.317



Arrangement two

Molecular formula: C4H7NO
Method: DFT, ωB97M-V with the def2-TZVPD basis set

The frontier orbital gap comes out at 0.393 hartree. The HOMO energy comes out at -9.857 eV. Its net charge is 0.

Last column: Mulliken charge in e.
Positions of all 13 atoms, in Å:
C 1.40 -0.59 0.01  -1.428
C -0.02 -0.07 -0.09  1.289
C -0.22 1.39 0.13  -0.679
N -0.44 0.82 -1.18  -0.698
C -1.11 -1.00 0.36  -0.196
O -2.29 -0.78 0.17  -0.506
H 1.42 -1.66 0.23  0.385
H 1.96 -0.41 -0.92  0.336
H 1.92 -0.07 0.82  0.293
H -1.06 1.71 0.75  0.282
H 0.69 1.98 0.20  0.303
H -1.45 0.68 -1.29  0.302
H -0.77 -1.94 0.84  0.317



Of them, arrangement one has the lowest stability.



Arrangement one

Molecular formula: C4H7NO
Method: DFT, ωB97M-V with the def2-TZVPD basis set

The frontier orbital gap (alpha / beta) comes out at 0.309 / 0.311 hartree. The HOMO energy (alpha / beta) comes out at -9.849 / -9.802 eV. Its net charge is 0.

Last column: Mulliken charge in e.
Positions of all 13 atoms, in Å:
C 1.99 0.22 -0.53  -0.710
N 0.65 -0.15 -0.92  -0.380
C -1.73 1.27 0.91  -0.395
C -0.12 -0.67 -0.05  -0.196
C -1.45 -1.20 -0.49  0.061
O -2.05 -2.02 0.16  -0.472
H 2.28 1.14 -1.05  0.261
H 2.68 -0.57 -0.86  0.283
H 2.11 0.35 0.56  0.310
H -1.53 1.07 1.99  0.213
H -1.21 2.24 0.75  0.223
H 0.17 -0.84 1.00  0.435
H -1.79 -0.83 -1.47  0.367



Arrangement two

Molecular formula: C4H7NO
Method: DFT, ωB97M-V with the def2-TZVPD basis set

The frontier orbital gap comes out at 0.348 hartree. The HOMO energy comes out at -8.590 eV. Its net charge is 0.

Last column: Mulliken charge in e.
Positions of all 13 atoms, in Å:
O -1.47 -1.31 1.22  -0.569
C -0.97 0.13 0.05  -0.127
C 0.00 1.05 0.77  -0.746
C 0.91 0.82 -0.44  0.065
N 1.36 -0.55 -0.33  -0.529
C 0.03 -0.30 -0.94  -0.592
H -1.13 -2.05 0.70  0.323
H -1.99 -0.63 0.52  0.563
H 0.43 0.67 1.70  0.266
H -0.39 2.06 0.90  0.268
H 1.42 1.56 -1.05  0.414
H 1.99 -0.74 -1.12  0.256
H -0.17 -0.63 -1.95  0.410



Of them, arrangement one has the lowest stability.



Arrangement one

Molecular formula: C4H7NO
Method: DFT, ωB97M-V with the def2-TZVPD basis set

The frontier orbital gap comes out at 0.363 hartree. The HOMO energy comes out at -8.714 eV. Its net charge is 0.

Last column: Mulliken charge in e.
Positions of all 13 atoms, in Å:
O 1.88 0.82 0.33  -0.545
C 0.89 0.28 -0.50  -0.106
C 0.31 -1.16 -0.17  -0.571
C -1.08 -0.51 -0.12  -0.255
N -0.93 0.43 0.92  -0.385
C -0.52 0.86 -0.37  -0.296
H 1.48 0.89 1.21  0.337
H 1.28 0.33 -1.52  0.371
H 0.58 -1.55 0.81  0.228
H 0.49 -1.91 -0.94  0.276
H -2.03 -0.90 -0.50  0.393
H -1.36 0.72 1.76  0.183
H -0.97 1.69 -0.91  0.370



Arrangement two

Molecular formula: C4H7NO
Method: DFT, ωB97M-V with the def2-TZVPD basis set

The frontier orbital gap comes out at 0.381 hartree. The HOMO energy comes out at -9.326 eV. Its net charge is 0.

Last column: Mulliken charge in e.
Positions of all 13 atoms, in Å:
O 2.05 0.45 0.40  -0.555
C 0.93 0.20 -0.42  0.131
C 0.26 -1.18 -0.19  -0.782
C -1.08 -0.47 -0.08  -0.015
N -0.97 0.43 1.08  -0.567
C -0.45 0.87 -0.23  -0.453
H 1.83 1.07 1.10  0.320
H 1.27 0.31 -1.46  0.296
H 0.59 -1.62 0.75  0.289
H 0.37 -1.87 -1.03  0.262
H -2.05 -0.80 -0.43  0.425
H -1.88 0.87 1.22  0.248
H -0.86 1.75 -0.71  0.399



Of them, arrangement one has the lowest stability.



Arrangement one

Molecular formula: C4H7NO
Method: DFT, ωB97M-V with the def2-TZVPD basis set

The frontier orbital gap comes out at 0.333 hartree. The HOMO energy comes out at -8.179 eV. Its net charge is 0.

Last column: Mulliken charge in e.
Positions of all 13 atoms, in Å:
O 5.00 -2.78 1.22  -0.653
H 5.64 -2.46 0.54  0.327
H 5.29 -3.70 1.41  0.327
C -2.28 1.85 -0.59  -0.388
C -2.64 0.50 -0.75  -0.442
C -0.95 1.86 -0.25  -0.285
C -1.62 -0.28 -0.23  -0.439
N -0.62 0.61 0.14  -0.058
H -2.77 2.81 -0.68  0.344
H -3.59 0.08 -1.08  0.357
H -0.21 2.63 0.00  0.341
H -1.55 -1.37 -0.14  0.350
H 0.30 0.26 0.42  0.220



Arrangement two

Molecular formula: C4H7NO
Method: DFT, ωB97M-V with the def2-TZVPD basis set

The frontier orbital gap comes out at 0.374 hartree. The HOMO energy comes out at -9.166 eV. Its net charge is 0.

Last column: Mulliken charge in e.
Positions of all 13 atoms, in Å:
C -0.05 0.33 -0.26  0.300
C 0.57 -0.68 -1.12  0.288
C 1.27 -1.77 -0.32  -1.090
C -1.25 1.84 1.01  -0.948
N 0.00 1.52 0.53  -0.479
O -0.83 -0.66 -0.74  -0.384
H 0.87 -0.51 -2.14  0.357
H 2.33 -1.71 -0.22  0.311
H 1.16 -2.85 -0.62  0.301
H 0.73 -1.73 0.65  0.277
H -2.01 1.18 1.28  0.307
H -1.61 2.43 0.22  0.393
H -1.19 2.61 1.73  0.368



Of them, arrangement two has the lowest stability.



Arrangement one

Molecular formula: C4H3N3
Method: DFT, ωB97M-V with the def2-TZVPD basis set

The frontier orbital gap comes out at 0.339 hartree. The HOMO energy comes out at -9.818 eV. Its net charge is 0.

Last column: Mulliken charge in e.
Positions of all 10 atoms, in Å:
N -3.12 -1.28 0.95  -0.371
C -2.07 -0.92 0.63  0.150
C -0.72 -0.55 0.20  0.596
N -0.47 0.82 0.30  -0.580
C 0.69 1.09 -0.15  0.509
C 1.78 0.92 -0.86  -0.502
N 0.14 -1.39 -0.21  -0.584
H 1.09 2.20 -0.27  0.250
H 2.80 0.91 -0.47  0.288
H -0.22 -2.34 -0.25  0.244



Arrangement two

Molecular formula: C4H3N3
Method: DFT, ωB97M-V with the def2-TZVPD basis set

The frontier orbital gap comes out at 0.419 hartree. The HOMO energy comes out at -10.922 eV. Its net charge is 0.

Last column: Mulliken charge in e.
Positions of all 10 atoms, in Å:
N 2.26 0.41 0.08  -0.124
C 3.40 0.11 0.00  -0.126
C 0.58 -1.06 0.04  0.432
N 0.36 -2.18 -0.13  -0.411
C -2.09 -0.17 -0.08  -0.269
C -1.88 0.99 0.17  -0.517
N 0.91 0.25 0.20  -0.096
H -2.22 -1.22 -0.26  0.439
H -1.64 2.01 0.40  0.379
H 0.36 0.84 -0.43  0.293



Of them, arrangement two has the lowest stability.



Arrangement one

Molecular formula: C4H3N3
Method: DFT, ωB97M-V with the def2-TZVPD basis set

The frontier orbital gap comes out at 0.318 hartree. The HOMO energy comes out at -9.719 eV. Its net charge is 0.

Last column: Mulliken charge in e.
Positions of all 10 atoms, in Å:
C 2.76 -0.75 0.61  -0.450
C 1.51 -0.55 0.76  -0.345
C 0.26 -0.23 0.32  0.430
C -0.13 1.02 -0.40  -0.121
N -1.55 0.80 -0.75  -0.099
N -1.92 -0.31 -0.35  -0.344
N -0.87 -0.96 0.30  0.151
H 0.47 1.13 -1.30  0.253
H -0.02 1.94 0.19  0.276
H -0.98 -1.91 0.63  0.248



Arrangement two

Molecular formula: C4H3N3
Method: DFT, ωB97M-V with the def2-TZVPD basis set

The frontier orbital gap comes out at 0.373 hartree. The HOMO energy comes out at -9.534 eV. Its net charge is 0.

Last column: Mulliken charge in e.
Positions of all 10 atoms, in Å:
N -0.93 -1.10 3.04  -0.411
C -0.75 -0.72 1.96  0.268
C -0.46 -0.22 0.65  0.275
N -1.27 0.44 -0.14  -0.541
C -0.52 0.77 -1.23  -0.290
C 0.77 0.31 -1.09  -0.255
N 0.79 -0.33 0.12  -0.054
H -0.94 1.32 -2.06  0.407
H 1.64 0.40 -1.71  0.391
H 1.56 -0.86 0.51  0.211



Arrangement three

Molecular formula: C4H3N3
Method: DFT, ωB97M-V with the def2-TZVPD basis set

The frontier orbital gap comes out at 0.368 hartree. The HOMO energy comes out at -9.848 eV. Its net charge is 0.

Last column: Mulliken charge in e.
Positions of all 10 atoms, in Å:
N 3.34 -0.65 0.15  -0.407
C 2.20 -0.47 0.10  0.291
C 0.78 -0.28 0.06  0.321
N -0.07 -1.25 0.23  -0.481
C -1.32 -0.65 0.18  -0.312
C -1.19 0.69 0.09  -0.281
N 0.17 0.97 -0.05  -0.289
H -2.23 -1.23 0.17  0.424
H -1.88 1.52 0.06  0.417
H 0.19 1.36 -0.99  0.316



Arrangement four

Molecular formula: C4H3N3
Method: DFT, ωB97M-V with the def2-TZVPD basis set

The frontier orbital gap (alpha / beta) comes out at 0.256 / 0.256 hartree. The HOMO energy (alpha / beta) comes out at -8.331 / -8.336 eV. Its net charge is 0.

Last column: Mulliken charge in e.
Positions of all 10 atoms, in Å:
N 0.50 3.22 -1.12  -0.337
C 0.64 2.16 -0.67  0.296
C 0.71 0.91 -0.08  0.353
N 1.52 0.00 0.04  -0.249
C 0.66 -1.11 -0.13  -0.629
C -0.66 -1.10 0.34  0.101
N -1.30 0.02 0.51  -0.522
H 1.13 -1.94 -0.60  0.395
H -1.09 -2.08 0.58  0.363
H -2.12 -0.07 1.12  0.229



Of them, arrangement one has the lowest stability.



Arrangement one

Molecular formula: C4H3N3
Method: DFT, ωB97M-V with the def2-TZVPD basis set

The frontier orbital gap comes out at 0.320 hartree. The HOMO energy comes out at -9.732 eV. Its net charge is 0.

Last column: Mulliken charge in e.
Positions of all 10 atoms, in Å:
C 2.80 -0.64 0.59  -0.429
C 1.56 -0.50 0.79  -0.358
C 0.32 -0.23 0.34  0.425
C -0.11 0.97 -0.44  -0.113
N -1.49 0.68 -0.83  -0.104
N -1.84 -0.41 -0.37  -0.341
N -0.80 -0.97 0.37  0.147
H 0.53 1.09 -1.33  0.261
H -0.06 1.91 0.12  0.266
H -0.91 -1.91 0.75  0.247



Arrangement two

Molecular formula: C4H3N3
Method: DFT, ωB97M-V with the def2-TZVPD basis set

The frontier orbital gap comes out at 0.385 hartree. The HOMO energy comes out at -10.891 eV. Its net charge is 0.

Last column: Mulliken charge in e.
Positions of all 10 atoms, in Å:
C 1.78 -0.14 -0.06  0.151
C 0.30 -0.08 -0.05  0.319
C -1.89 0.47 0.02  -0.325
C -0.54 1.18 0.00  -0.109
H -2.79 0.92 -0.04  0.525
H -0.26 2.01 -0.70  0.353
H -0.41 1.62 0.95  0.259
N 2.92 0.06 0.03  -0.389
N -0.37 -1.10 0.06  -0.335
N -1.75 -0.85 -0.05  -0.450



Of them, arrangement one has the lowest stability.



Arrangement one

Molecular formula: C2HNO2S2
Method: DFT, ωB97M-V with the def2-TZVPD basis set

The frontier orbital gap comes out at 0.259 hartree. The HOMO energy comes out at -9.949 eV. Its net charge is 0.

Last column: Mulliken charge in e.
Positions of all 8 atoms, in Å:
C 0.48 -0.06 0.32  -0.029
C -0.07 -1.31 0.00  0.311
N 0.07 1.19 0.13  0.453
O 0.71 2.15 0.49  -0.565
O 0.18 -2.44 0.37  -0.499
S -1.47 -1.10 -1.09  -0.094
S -1.37 1.51 -0.89  0.008
H 1.48 0.08 0.66  0.415



Arrangement two

Molecular formula: C2HNO2S2
Method: DFT, ωB97M-V with the def2-TZVPD basis set

The frontier orbital gap comes out at 0.336 hartree. The HOMO energy comes out at -9.304 eV. Its net charge is 0.

Last column: Mulliken charge in e.
Positions of all 8 atoms, in Å:
C 0.66 -0.71 0.09  0.256
C -1.41 0.20 0.07  0.594
N 0.90 0.62 0.07  -0.162
O -2.58 0.29 -0.06  -0.439
O -0.71 -0.95 0.15  -0.234
S 1.80 -1.86 -0.01  -0.331
S -0.44 1.69 0.04  0.035
H 1.78 0.72 -0.37  0.282



Of them, arrangement one has the lowest stability.